The following is a quantum chemistry calculation of a molecular structure, C65H133Co2N7O13, from the OMol25 dataset.

Values from the calculation:
* spin multiplicity: 7
* frontier orbital gap (spin up / spin down): 7.6 / 7.6 eV
* calculated total energy: -6682.785368 Eh
* HOMO energy (spin up / spin down): -7.23 / -7.23 eV

Last column: Löwdin charge in e.
Geometry (Å):
Co -2.8947 -0.0454 1.7062  0.906
Co -0.3387 1.3845 0.1936  0.878
C -1.4564 -0.9550 -0.3680  -0.923
O -2.6571 -1.1288 -0.0608  -0.076
O -1.2894 -0.0046 -1.0433  -0.007
O -0.8578 -0.6581 0.6495  -0.095
C -1.5474 1.9916 2.3718  -0.798
O -1.9872 1.1096 3.1681  -0.034
O -0.3659 2.1384 2.0367  -0.055
O -2.0913 1.8499 1.2620  -0.121
C 2.6070 0.2058 -1.2958  0.027
C 2.1729 1.5468 -2.1500  -0.400
C 1.6271 0.9185 -3.4780  -0.135
C 0.8462 1.9271 -4.2900  -0.177
C -0.2067 2.6501 -3.5026  -0.163
C 0.2095 3.2095 -2.1818  -0.444
N 1.0857 2.2845 -1.4688  -0.136
O 1.4789 2.7108 -0.2399  -0.037
C 0.8379 4.6315 -2.4941  0.009
C -1.1698 3.3483 -1.3664  0.000
C 3.4265 2.3367 -2.5129  -0.018
H 2.3647 -0.7160 -1.8246  0.071
H 2.0556 0.1768 -0.3560  0.064
H 3.6786 0.1642 -1.1008  0.052
H 2.5017 0.5648 -4.0239  0.126
H 0.9841 0.0817 -3.2050  0.094
H 0.3039 1.5138 -5.1404  0.121
H 1.6077 2.5830 -4.7120  0.103
H -1.1189 2.0541 -3.4775  0.122
H -0.5008 3.4388 -4.1952  0.127
H 1.3178 4.8779 -1.5469  0.059
H 1.4515 4.6956 -3.3927  0.081
H 0.0100 5.3184 -2.6699  0.084
H -1.7701 4.1228 -1.8438  0.098
H -1.7127 2.4108 -1.4863  0.071
H -0.9594 3.6861 -0.3516  0.073
H 3.8273 2.9300 -1.6911  0.074
H 3.2415 3.0110 -3.3491  0.077
H 4.1642 1.5854 -2.7946  0.091
H 2.2127 3.3167 -0.3666  0.082
C 7.0405 2.2503 4.0888  -0.038
C 6.6329 1.2391 3.0250  -0.435
C 5.2625 1.6578 2.4837  -0.158
C 4.7688 1.1020 1.1775  -0.161
C 5.7996 1.5842 0.1055  -0.117
C 7.2542 1.0666 0.4585  -0.454
N 7.5656 1.3999 1.8481  -0.166
O 8.8715 1.1586 2.0631  -0.012
C 7.3852 -0.4655 0.2076  -0.024
C 8.2123 1.8583 -0.5681  -0.023
C 6.6088 -0.2498 3.5056  -0.013
H 8.0088 2.2183 4.5883  0.079
H 6.3249 2.3870 4.8996  0.074
H 7.1256 3.2701 3.7136  0.081
H 4.5259 1.2187 3.1565  0.109
H 5.1731 2.7370 2.6077  0.101
H 3.7411 1.4268 1.0145  0.090
H 4.6524 0.0182 1.1708  0.104
H 5.8952 2.6626 -0.0214  0.113
H 5.5774 1.0295 -0.8061  0.080
H 8.3503 -0.8774 0.5028  0.084
H 6.5746 -1.0558 0.6347  0.061
H 7.2416 -0.5626 -0.8685  0.073
H 9.2695 1.6205 -0.4500  0.073
H 7.7594 1.6425 -1.5358  0.073
H 8.1316 2.9438 -0.5094  0.071
H 6.2943 -1.0304 2.8129  0.059
H 5.9560 -0.3517 4.3726  0.074
H 7.6168 -0.6318 3.6675  0.080
H 9.2532 2.0304 1.9376  0.107
C 3.9844 4.1728 4.8920  -0.039
C 2.5537 4.6902 4.5720  -0.447
C 2.3515 6.0298 5.2384  -0.186
C 3.0306 7.1081 4.4196  -0.172
C 2.4096 7.2150 3.0025  -0.102
C 2.3455 5.8605 2.2031  -0.463
N 2.1605 4.7049 3.1211  -0.090
O 2.2407 3.4044 2.5733  -0.013
C 1.0858 5.9663 1.3232  -0.038
C 3.6307 5.6186 1.3676  -0.010
C 1.4799 3.8245 5.4262  -0.016
H 4.6833 4.6250 4.1883  0.063
H 3.9639 3.1214 4.6054  0.058
H 4.4298 4.1281 5.8858  0.088
H 1.3062 6.2877 5.4086  0.117
H 2.8085 6.0161 6.2279  0.121
H 4.0907 6.8586 4.3735  0.105
H 2.9829 8.0573 4.9533  0.108
H 3.0367 7.7785 2.3116  0.102
H 1.4321 7.6830 3.1189  0.113
H 1.0924 6.8475 0.6817  0.087
H 0.7423 5.1573 0.6785  0.046
H 0.2133 6.0139 1.9748  0.087
H 3.5398 4.9012 0.5520  0.060
H 3.9224 6.6053 1.0076  0.075
H 4.4326 5.2335 1.9975  0.072
H 1.2414 2.8225 5.0696  0.055
H 0.4786 4.2381 5.3060  0.075
H 1.9167 3.7947 6.4244  0.080
H 1.3126 3.2138 2.4184  0.048
C -6.3686 -2.0572 3.5367  0.000
C -5.2028 -1.9814 2.4576  -0.446
C -5.5247 -2.8717 1.1599  -0.103
C -6.6884 -2.3558 0.2811  -0.153
C -6.3794 -0.9134 -0.1864  -0.137
C -5.9103 0.0319 0.9287  -0.403
N -4.9767 -0.6391 1.9395  -0.135
O -4.6384 0.2036 2.9755  -0.034
C -5.1782 1.2750 0.3051  -0.030
C -7.1890 0.6264 1.5498  -0.021
C -3.9164 -2.5909 3.0590  -0.018
H -7.2109 -1.5964 3.0206  0.057
H -6.6276 -3.0723 3.8379  0.092
H -6.2362 -1.4337 4.4209  0.078
H -4.5863 -3.0552 0.6365  0.107
H -5.8109 -3.8870 1.4346  0.113
H -6.7524 -3.0145 -0.5850  0.107
H -7.6184 -2.3314 0.8491  0.105
H -7.3269 -0.5881 -0.6160  0.116
H -5.5676 -0.9842 -0.9104  0.093
H -5.7643 2.0750 -0.1472  0.083
H -4.3415 1.0324 -0.3500  0.076
H -4.6971 1.8564 1.0916  0.073
H -7.2729 1.6910 1.3314  0.086
H -7.1409 0.4588 2.6257  0.063
H -8.1562 0.2141 1.2623  0.089
H -3.6513 -2.1643 4.0264  0.093
H -4.0053 -3.6616 3.2429  0.099
H -3.1015 -2.4310 2.3529  0.065
H -5.3863 0.3433 3.5610  0.110
C 0.5593 -5.6760 -2.0766  -0.018
C -0.6657 -4.8029 -2.6842  -0.411
C -0.1714 -3.3490 -2.7259  -0.136
C 0.7299 -3.0020 -3.9022  -0.170
C 0.1956 -3.4919 -5.2237  -0.139
C -0.2743 -4.9866 -5.2002  -0.448
N -1.1824 -5.2409 -4.0413  -0.137
O -1.6103 -6.5354 -4.1488  -0.008
C -1.1901 -5.1371 -6.4465  -0.056
C 0.9335 -5.9884 -5.3755  -0.011
C -1.8929 -4.9405 -1.7178  -0.022
H 0.6581 -5.3831 -1.0314  0.048
H 1.5356 -5.6437 -2.5603  0.068
H 0.2838 -6.7204 -1.9296  0.073
H -1.0706 -2.7370 -2.7966  0.103
H 0.1915 -3.0940 -1.7302  0.109
H 1.6834 -3.5212 -3.8063  0.109
H 0.8579 -1.9197 -3.9210  0.091
H 0.9511 -3.3686 -5.9997  0.118
H -0.6459 -2.8636 -5.5158  0.110
H -0.6166 -4.8842 -7.3382  0.086
H -1.6994 -6.0817 -6.6373  0.075
H -2.0597 -4.4837 -6.3747  0.066
H 0.8238 -6.7156 -6.1801  0.078
H 1.8714 -5.4412 -5.4704  0.073
H 1.0872 -6.5276 -4.4408  0.054
H -1.8843 -4.4027 -0.7697  0.073
H -2.0132 -5.9839 -1.4262  0.078
H -2.7823 -4.5402 -2.2044  0.059
H -2.4950 -6.3212 -4.4538  0.106
C 1.4765 -3.6035 1.0936  -0.053
C 1.8127 -3.6158 2.5711  -0.464
C 3.3272 -3.5690 2.8224  -0.116
C 3.7548 -3.1345 4.2707  -0.167
C 3.0565 -1.8085 4.6472  -0.150
C 1.5374 -1.7587 4.4279  -0.457
N 1.0847 -2.4555 3.1811  -0.102
O -0.2847 -2.4553 2.9471  -0.026
C 0.8905 -2.4527 5.6576  -0.036
C 1.1159 -0.2546 4.4062  -0.017
C 1.2923 -4.9829 3.1918  -0.025
H 1.7412 -2.6271 0.6878  0.081
H 0.4403 -3.8998 0.9311  0.075
H 2.0439 -4.2804 0.4549  0.077
H 3.8371 -4.5210 2.6745  0.116
H 3.8429 -2.8495 2.1865  0.105
H 4.8350 -3.1658 4.4131  0.101
H 3.4634 -3.8235 5.0635  0.090
H 3.6340 -1.0201 4.1643  0.087
H 3.2954 -1.5839 5.6867  0.117
H -0.1727 -2.5890 5.4599  0.074
H 1.2378 -3.4707 5.8338  0.067
H 1.0093 -1.8979 6.5883  0.079
H 0.0400 -0.1013 4.3217  0.068
H 1.4286 0.1589 5.3650  0.080
H 1.5512 0.2323 3.5336  0.080
H 0.2030 -5.0214 3.2022  0.074
H 1.7394 -5.1118 4.1775  0.060
H 1.6100 -5.9111 2.7168  0.073
H -0.4021 -1.8908 2.1795  0.048
C -4.4089 -2.5767 -3.3768  -0.048
C -5.0988 -1.5551 -4.2564  -0.511
C -6.5567 -1.9910 -4.2987  -0.134
C -7.4799 -1.1385 -5.2117  -0.178
C -7.4702 0.2157 -4.5637  -0.113
C -6.0026 0.8135 -4.2160  -0.471
N -5.0587 -0.2222 -3.7010  -0.141
O -3.8040 0.2023 -3.3716  0.007
C -5.3949 1.4537 -5.4572  -0.044
C -6.1466 1.8944 -3.2100  -0.059
C -4.3392 -1.6520 -5.6155  -0.009
H -3.3314 -2.4128 -3.3881  0.074
H -4.6752 -3.5840 -3.6969  0.094
H -4.7137 -2.4850 -2.3343  0.072
H -6.7003 -2.9398 -4.8158  0.119
H -6.9335 -2.0200 -3.2764  0.117
H -8.4610 -1.6042 -5.3044  0.112
H -7.0549 -1.1701 -6.2149  0.099
H -8.1887 0.3017 -3.7485  0.114
H -7.8364 0.9209 -5.3098  0.107
H -5.9585 2.3581 -5.6864  0.081
H -4.3913 1.8601 -5.3312  0.084
H -5.4230 0.7606 -6.2979  0.076
H -6.9450 2.5908 -3.4660  0.092
H -6.4930 1.3791 -2.3141  0.066
H -5.2573 2.4674 -2.9476  0.090
H -3.6677 -0.8122 -5.7942  0.080
H -5.0079 -1.7539 -6.4702  0.069
H -3.7102 -2.5420 -5.6329  0.059
H -3.6725 -0.2312 -2.5252  0.075

Force components x, y, z for each atom (eV/Å):
1.18 -0.12 -0.76
-0.52 -1.27 -0.38
-4.58 3.90 4.28
-6.71 -5.70 -0.62
2.52 6.54 -13.38
8.50 -2.61 11.04
1.19 -6.74 -1.72
-0.48 0.78 4.28
7.44 3.71 3.70
-7.74 0.87 -6.83
-0.59 1.52 -0.31
0.14 -2.74 -0.49
-0.61 0.42 0.74
0.70 -0.36 -0.42
-0.46 -0.35 -1.50
-1.38 1.77 -0.49
-0.86 -2.32 -1.40
0.62 0.93 1.35
-0.85 -1.08 1.26
1.91 0.60 -1.00
-0.31 0.25 0.26
-0.19 0.21 -0.22
0.17 -0.03 0.16
-0.15 0.27 0.13
-0.10 -0.24 -0.03
-0.01 -0.04 -0.02
0.37 -0.44 -0.12
-0.22 0.54 -0.13
0.16 -0.50 0.50
-0.18 0.60 0.42
0.49 0.82 -0.38
0.38 -0.37 0.36
0.02 0.06 0.23
0.02 0.03 0.00
-0.02 -0.01 0.45
-0.32 -0.23 0.23
0.16 -0.04 0.14
0.08 0.01 -0.03
0.17 0.31 -0.05
0.52 0.51 0.49
0.37 1.05 0.86
0.90 -1.16 -2.17
-1.12 -0.85 1.74
1.41 1.29 -1.05
0.47 -2.28 0.62
-0.47 0.37 0.08
-2.84 1.71 -0.64
2.26 -0.51 1.06
-0.45 0.77 -0.90
-1.20 -0.58 1.09
0.37 0.19 0.08
0.20 -1.17 -0.15
-0.33 -0.59 -0.01
-0.42 0.01 -0.85
-0.02 0.37 0.84
-0.16 0.04 -0.61
0.09 0.52 -0.17
0.51 -0.17 0.14
-0.54 -0.01 -0.02
-0.05 0.66 -0.55
-0.05 0.17 0.01
0.07 0.19 0.35
0.34 -0.41 -0.23
-0.17 -0.41 -0.39
0.67 -0.35 -0.28
-0.21 0.11 0.59
-0.70 0.64 -0.63
0.31 -0.02 0.30
0.22 0.47 0.77
0.55 -0.01 0.22
-0.24 -1.15 -1.77
-1.87 -1.21 1.36
0.42 1.25 -0.61
0.17 0.18 -0.50
0.94 -1.04 0.28
-0.18 -1.80 0.27
-0.42 0.80 2.45
0.61 1.00 -0.43
-0.80 0.09 0.01
-0.13 0.76 0.49
0.88 -0.17 -1.74
0.24 0.19 0.21
0.10 -0.17 -0.19
-0.64 0.77 0.28
-0.18 -0.13 -0.29
0.02 -0.22 0.05
0.17 0.03 -0.22
-0.11 0.22 -0.22
-0.18 0.77 0.43
-0.08 -0.18 -0.32
0.14 0.23 0.08
1.00 -0.62 -0.13
0.07 0.51 0.33
-0.32 0.13 -0.06
0.33 -0.21 -0.55
0.01 0.12 0.13
0.97 -0.40 -0.11
0.19 0.78 0.62
-0.66 -0.04 0.21
-0.57 -0.72 -0.06
0.13 0.89 -1.70
-0.97 -2.74 -0.22
-0.79 0.03 0.97
1.65 0.95 0.60
0.75 -1.52 0.17
-1.21 1.27 -0.97
0.11 -0.03 -1.66
-0.09 1.16 1.01
1.10 -0.16 0.90
-0.08 0.03 1.30
-0.14 0.81 0.03
-0.50 -0.40 0.19
0.25 0.07 -0.14
0.50 -0.18 0.13
0.04 0.68 -0.41
0.00 -0.03 0.72
-0.38 0.06 0.00
-0.10 -0.40 -0.01
0.47 0.72 -0.34
-0.24 0.14 -0.37
-0.64 -0.76 -0.36
-0.17 -0.36 -0.30
0.06 -0.16 0.45
0.13 -0.04 0.34
-0.28 0.54 0.23
0.27 -0.50 -0.31
0.02 0.28 -0.06
-0.23 -0.01 -0.30
0.31 -0.17 -0.02
-0.42 0.18 0.32
-1.58 0.01 0.32
0.76 -1.70 0.77
-1.47 -0.11 -0.53
0.43 -0.58 0.54
-0.93 -0.52 0.15
-0.50 -0.16 -1.16
2.63 3.56 0.18
-0.74 -1.20 0.67
-0.26 0.31 -0.16
-0.18 0.52 1.32
0.42 -0.06 -0.24
0.24 0.52 -0.05
-0.23 0.35 -0.15
-0.17 -0.23 -0.64
-0.26 0.26 -0.29
0.59 -0.12 -0.07
0.42 0.35 0.46
0.36 -0.10 -0.09
0.02 -0.12 -0.06
-0.26 -0.06 -0.05
-0.07 0.05 -0.10
0.75 -0.55 0.32
0.22 0.63 0.08
-0.12 0.23 0.01
0.01 0.11 -0.45
-0.25 -0.31 -0.14
0.82 0.32 0.01
-0.28 -0.08 -0.32
-0.05 -0.34 -0.26
-0.39 -0.93 0.04
0.41 -0.01 -0.65
-0.95 -1.50 1.04
0.94 0.86 1.59
-1.62 -0.16 0.17
1.60 -0.22 -0.56
-0.97 -0.38 0.43
2.93 0.69 -0.37
-0.17 -0.67 0.87
-0.57 -0.15 -0.27
-0.15 -1.18 -0.16
0.43 0.39 0.07
-0.55 0.31 -0.04
-0.16 0.52 -0.01
0.38 -0.46 0.49
-0.52 -0.27 -0.49
-0.24 0.16 -0.42
0.15 0.67 -0.47
-0.47 -0.65 -0.32
-0.51 0.38 -0.72
-0.46 -0.14 0.32
-0.16 0.28 0.05
0.44 0.02 -0.15
0.05 0.17 -0.06
-0.09 -0.26 0.05
0.22 0.37 -0.19
0.29 0.20 0.21
0.02 0.24 0.32
-0.49 0.29 0.37
0.24 0.25 -0.80
-0.08 0.59 -0.62
0.33 0.35 1.04
0.42 -0.31 -1.19
-1.18 -0.22 -1.88
1.33 -0.36 1.45
0.89 1.70 -1.03
0.90 -0.81 -1.00
-3.53 -0.96 0.88
1.14 0.71 -0.34
-0.44 0.40 -0.77
-0.97 0.09 1.70
-0.27 -0.35 -0.37
0.09 -0.31 -0.07
0.28 0.03 -0.18
-0.19 0.05 0.22
0.79 -0.74 0.74
-0.13 -0.13 0.02
-0.14 0.21 0.27
0.06 0.39 -0.06
0.40 -0.26 0.43
-0.14 0.44 0.06
-0.38 -0.09 -0.37
0.24 -0.57 0.35
0.11 0.20 -0.18
0.04 0.09 -0.29
0.05 0.23 0.42
0.18 -0.23 -0.30
-0.14 0.11 0.20
-0.07 0.20 -0.09
0.00 -0.10 0.00
0.58 0.23 0.56